Record 1
{
  "formula": "C6H8O3",
  "method": "ωB97M-V/def2-TZVPD",
  "symbols": ["O", "O", "O", "C", "C", "C", "C", "C", "C", "H", "H", "H", "H", "H", "H", "H", "H"],
  "positions_angstrom": [[-0.9306, -0.8143, 2.5317], [0.5273, 1.6794, 0.9692], [1.4764, -0.2527, 0.2804], [-0.4954, -0.5670, 1.4374], [-1.1216, -1.1885, 0.2049], [0.4045, 1.6412, -0.4666], [-0.4322, -0.6796, -1.1065], [0.7965, 0.2354, -0.8753], [0.7905, 0.3054, 1.4111], [-1.0158, -2.2516, 0.2130], [-2.2642, -1.0361, 0.1300], [1.2389, 2.2516, -0.8831], [-0.4823, 2.0186, -0.8997], [-0.2010, -1.5876, -1.7154], [-0.9847, -0.0643, -1.7748], [1.3495, 0.1201, -1.8074], [1.3441, 0.1901, 2.3512]],
  "forces_ev_per_angstrom": [[-0.417, -0.272, 0.426], [-0.465, -1.149, 0.564], [1.563, 0.104, 0.413], [-0.355, 0.282, 1.504], [-1.008, 1.863, -1.823], [3.373, 0.308, 0.019], [0.542, -0.939, -0.030], [-1.749, -2.099, 0.834], [-1.096, 0.079, -3.777], [0.278, -0.676, 0.506], [1.810, 0.100, 0.592], [-0.601, 0.171, 0.490], [-1.387, 0.178, 0.144], [0.335, 0.766, 0.450], [-1.450, 0.297, -0.347], [0.741, 0.497, 0.480], [-0.113, 0.489, -0.445]],
  "lowdin_charge": [0.10, -0.04, -0.04, -0.31, -0.06, -0.12, -0.13, -0.29, -0.18, 0.11, 0.15, 0.14, 0.11, 0.12, 0.09, 0.15, 0.17],
  "homo_energy_ev": -9.3,
  "energy_ha": -459.0902,
  "lumo_energy_ev": 0.76,
  "fmax_ev_per_a": 3.934,
  "spin_multiplicity": 1,
  "gap_ev": 10.08
}

***

Record 2
{
  "formula": "C6H8O3",
  "method": "ωB97M-V/def2-TZVPD",
  "symbols": ["C", "C", "C", "C", "C", "C", "O", "O", "O", "H", "H", "H", "H", "H", "H", "H", "H"],
  "positions_angstrom": [[-0.9437, -0.2224, 2.0960], [0.7201, 1.3663, -1.8285], [1.1055, -0.5784, -0.0471], [-1.1089, -0.7861, 0.6942], [0.0055, 0.5024, -0.8799], [-1.1885, 0.3208, -0.3857], [1.1510, -1.7457, -0.7175], [2.0351, -0.1700, 0.6132], [-1.6374, -1.8686, 0.4624], [2.0134, -2.1515, -0.5064], [-2.1220, 0.8290, -0.5770], [-0.5617, -1.0107, 2.7461], [-1.9222, 0.1209, 2.4398], [-0.2464, 0.6154, 2.1122], [1.5827, 1.8427, -1.3544], [1.0720, 0.7822, -2.6825], [0.0454, 2.1538, -2.1849]],
  "forces_ev_per_angstrom": [[1.251, -0.646, 0.003], [-0.226, 0.466, -0.454], [1.347, 2.803, -3.401], [-4.908, 0.565, -0.507], [2.394, -2.199, 2.300], [0.303, -0.995, 0.905], [0.042, -0.148, 0.478], [-1.248, -0.532, 0.267], [1.603, 0.953, 0.544], [-0.281, -0.030, 0.085], [-0.040, 0.028, -0.214], [-0.209, 0.096, 0.202], [-0.001, -0.150, -0.168], [-0.086, -0.044, -0.008], [-0.100, -0.123, 0.007], [0.015, 0.094, 0.017], [0.143, -0.138, -0.056]],
  "lowdin_charge": [-0.01, -0.05, -0.45, -0.46, -0.16, 0.01, 0.11, 0.10, 0.09, 0.14, 0.12, 0.09, 0.10, 0.08, 0.09, 0.09, 0.09],
  "homo_energy_ev": -9.6,
  "energy_ha": -459.0762,
  "lumo_energy_ev": -0.15,
  "fmax_ev_per_a": 4.967,
  "spin_multiplicity": 1,
  "gap_ev": 9.43
}

***

Record 3
{
  "formula": "C6H8O5Pm",
  "method": "ωB97M-V/def2-TZVPD",
  "symbols": ["Pm", "O", "O", "C", "C", "O", "C", "H", "H", "H", "H", "O", "C", "C", "O", "C", "H", "H", "H", "H"],
  "positions_angstrom": [[-1.6636, -2.6603, -1.8209], [0.4004, -2.4629, -0.5431], [1.0967, -1.3966, 1.2732], [2.1872, -0.5287, 1.6273], [3.0026, -0.4580, 0.3312], [2.1410, -1.0838, -0.6359], [1.0179, -1.4801, -0.0495], [1.7699, 0.4410, 1.9214], [2.7251, -0.9873, 2.4612], [3.9366, -1.0261, 0.3750], [3.1797, 0.5688, -0.0047], [-1.8249, -0.1734, -0.9611], [-2.9080, 0.8149, -0.7932], [-2.1361, 2.0179, -0.2656], [-0.7562, 1.5238, -0.2092], [-0.6347, 0.3455, -0.6639], [-3.3605, 0.9630, -1.7765], [-3.6216, 0.3924, -0.0819], [-2.4094, 2.3086, 0.7520], [-2.1423, 2.8812, -0.9360]],
  "forces_ev_per_angstrom": [[3.337, 1.602, 2.416], [-5.019, -0.687, -3.002], [-1.858, 0.169, -1.618], [0.608, 0.762, 0.374], [0.623, 0.760, 0.465], [-2.419, -0.167, -0.484], [5.459, -0.767, 2.484], [0.127, -0.271, 0.031], [-0.225, 0.076, -0.161], [-0.235, 0.090, -0.187], [0.126, -0.296, 0.126], [-1.077, -1.973, -1.113], [-1.027, 0.511, 0.106], [-0.559, 0.544, 0.209], [0.211, -0.778, -0.642], [1.781, 0.335, 0.959], [0.026, 0.096, 0.214], [0.078, 0.179, -0.108], [0.040, -0.018, -0.242], [0.004, -0.167, 0.173]],
  "lowdin_charge": [2.50, -0.11, 0.11, -0.03, -0.02, 0.10, -0.57, 0.15, 0.16, 0.16, 0.16, -0.21, -0.04, -0.01, 0.10, -0.09, 0.15, 0.15, 0.16, 0.16],
  "homo_energy_ev": [-21.0, -21.0],
  "energy_ha": -1216.7237,
  "lumo_energy_ev": [-16.91, -15.17],
  "fmax_ev_per_a": 6.046,
  "charge": 3,
  "s2": 6.0314,
  "spin_multiplicity": 5,
  "gap_ev": [4.04, 5.79]
}

***

Record 4
{
  "formula": "C6H8O5Rb",
  "method": "ωB97M-V/def2-TZVPD",
  "symbols": ["O", "C", "O", "O", "C", "C", "Rb", "H", "H", "H", "H", "O", "C", "O", "C", "C", "H", "H", "H", "H"],
  "positions_angstrom": [[-3.1486, -2.2288, -0.3819], [-2.3865, -1.6079, 0.3982], [-2.7955, -0.9800, 1.4052], [-1.0960, -1.5252, 0.0274], [1.0473, -0.4479, 0.0248], [-0.2375, -0.6765, 0.7775], [-6.9917, -1.9678, 1.1423], [0.8727, -0.3893, -1.0559], [1.8688, -0.0707, 0.7808], [-0.7192, 0.2930, 0.9556], [-0.0462, -1.1133, 1.7677], [1.9179, -1.7384, 0.1667], [3.0693, -1.8395, -0.4425], [3.8378, -2.7431, -0.3872], [0.3678, 2.7147, -1.3654], [1.2330, 3.0014, -0.3696], [-0.7110, 2.6990, -1.1921], [0.7213, 2.4405, -2.3618], [0.8843, 3.1889, 0.6488], [2.3121, 2.9909, -0.5383]],
  "forces_ev_per_angstrom": [[0.641, -0.437, -0.076], [-3.497, 0.567, 0.022], [0.845, 0.102, 0.506], [1.796, 0.126, -0.461], [2.595, -2.224, 2.487], [-0.302, -0.295, 0.250], [0.843, 0.044, -0.160], [0.582, 1.110, 0.444], [-2.264, 1.974, -2.219], [0.077, -0.057, -0.101], [0.088, 0.096, -0.209], [-1.113, -1.300, -0.385], [-0.230, 0.073, -0.047], [-0.033, 0.197, -0.049], [0.772, 0.161, 0.988], [-0.796, -0.450, -0.906], [0.344, -0.004, -0.068], [-0.119, 0.211, 0.268], [0.104, 0.086, -0.349], [-0.333, 0.020, 0.065]],
  "lowdin_charge": [-0.08, -0.83, -0.07, -0.01, -0.05, -0.19, 0.94, 0.13, 0.17, 0.13, 0.14, -0.07, -0.31, 0.08, -0.09, -0.09, 0.05, 0.05, 0.05, 0.05],
  "homo_energy_ev": -7.2,
  "energy_ha": -633.5594,
  "lumo_energy_ev": -1.70,
  "fmax_ev_per_a": 4.227,
  "s2": 0.7529,
  "spin_multiplicity": 2,
  "gap_ev": 5.47
}

***

Record 5
{
  "formula": "C6H8O6Rh",
  "method": "ωB97M-V/def2-TZVPD",
  "symbols": ["O", "O", "C", "C", "C", "H", "H", "H", "H", "H", "C", "C", "O", "C", "O", "O", "O", "H", "H", "H", "Rh"],
  "positions_angstrom": [[0.0851, 0.7204, -2.1131], [-0.8529, -1.2925, -1.7587], [-0.0133, -0.4197, -1.4260], [-1.0774, 1.2789, -2.7345], [-0.8545, 2.7598, -2.9376], [-1.2370, 0.7656, -3.6934], [-1.9569, 1.0905, -2.1036], [-0.0766, 2.9430, -3.6912], [-1.7871, 3.2230, -3.2875], [-0.5589, 3.2466, -1.9984], [0.1582, -1.6246, 1.9266], [1.3099, -2.1366, 2.7769], [1.5142, -1.1238, 3.7908], [0.8584, -0.0171, 3.4393], [0.1090, -0.2066, 2.3696], [1.0464, 1.0566, 3.9644], [0.8237, -0.5931, -0.2837], [-0.7523, -1.9968, 2.4414], [2.2527, -2.2264, 2.2163], [1.1013, -3.0866, 3.2834], [-0.0919, -2.3604, -0.1810]],
  "forces_ev_per_angstrom": [[1.138, -1.059, 1.917], [0.284, 1.607, -0.043], [1.414, 2.153, 0.750], [-0.940, -0.237, -0.678], [0.194, 0.211, -0.006], [0.008, 0.117, 0.256], [0.295, -0.008, -0.064], [-0.187, -0.045, 0.249], [0.235, -0.168, 0.071], [-0.096, -0.160, -0.249], [-0.754, 1.785, 3.810], [0.956, -0.209, -0.190], [-0.130, -0.987, -0.267], [1.617, 2.250, 0.713], [-0.783, -1.175, -1.757], [-0.704, -1.279, -0.341], [-2.079, 1.920, -4.898], [-0.346, -0.418, -1.209], [-0.187, -0.030, 0.119], [-0.031, 0.248, -0.282], [0.096, -4.516, 2.098]],
  "lowdin_charge": [0.03, -0.12, -0.60, -0.22, -0.06, 0.13, 0.13, 0.08, 0.09, 0.09, -0.24, -0.15, 0.07, -0.61, 0.03, 0.14, -0.22, 0.12, 0.13, 0.13, 1.06],
  "homo_energy_ev": [-6.4, -10.7],
  "energy_ha": -795.1420,
  "lumo_energy_ev": [0.51, -2.96],
  "fmax_ev_per_a": 5.656,
  "s2": 8.7582,
  "spin_multiplicity": 6,
  "gap_ev": [6.93, 7.75]
}